Entry 1:
Density functional theory data (wB97M-V/def2-TZVPD) for a 2-piece molecular cluster, C2H5NO overall at a distorted geometry.

Cartesian coordinates (Å):
C -0.26147 -0.55846 0.02041
C 0.31387 0.82045 -0.09896
N 2.42934 0.54110 0.23071
O 2.73866 -0.55810 -0.10556
H -0.59631 -0.67918 0.99230
H -1.18465 -0.59230 -0.62674
H 0.54431 -1.26622 -0.34318
H 0.05993 1.40930 0.66424
H 0.43480 1.28471 -1.18511

Atoms 1-6, force components in eV/Å:
C 0.6 0.9 -3.2
C 3.5 -2.2 -4.5
N -1.5 -2.4 -1.2
O -1.1 2.8 0.9
H -0.3 -0.8 2.0
H 1.0 -0.4 0.3

As for the HOMO energy (alpha / beta): -7.9705 / -8.0314 eV. For the LUMO energy (alpha / beta), the calculation gives 0.091 / 0.058 eV. The relative energy (zero: lowest compared OMol25 entry of this formula, charge and spin) comes out at 115.6 kcal per mole. As for the orbital gap (alpha / beta): 8.06 / 8.09 eV.

=====

Entry 2:
Density functional theory data (wB97M-V/def2-TZVPD) for C2HN9PtS3Sb as an isolated structure at a distorted geometry.

Cartesian coordinates (Å):
Pt 0.55601 -0.96302 -0.67874
S 1.74721 -3.02522 -4.79364
Sb 1.97431 -3.42242 -2.53904
S -0.26039 -3.02982 -1.51354
S 2.75811 -1.28652 -1.51294
N -0.89609 1.55178 1.38826
C -0.29599 0.51188 2.03606
N -0.24549 0.42338 3.36096
N 0.41261 -0.71592 3.59246
N 0.74161 -1.28422 2.49436
N 0.31631 -0.54662 1.46786
C -0.99999 1.73118 0.03836
N -1.60739 2.78238 -0.49904
N -1.49659 2.59078 -1.81674
N -0.86929 1.50558 -2.06854
N -0.52669 0.91318 -0.92384
H -1.30819 2.26358 1.96776

Atoms 1-6, force components in eV/Å:
Pt 0.0 0.0 -0.1
S 0.2 -0.4 0.5
Sb -0.6 1.1 -0.4
S 0.6 0.0 0.1
S -0.3 -0.5 0.1
N -0.1 0.2 0.1

As for the HOMO energy (alpha / beta): -1.7485 / -2.0434 eV. For the LUMO energy (alpha / beta), the calculation gives 5.130 / 3.415 eV. The multiplicity is 4. The total charge is -2. As for the orbital gap (alpha / beta): 6.88 / 5.46 eV.

=====

Entry 3:
Density functional theory data (wB97M-V/def2-TZVPD) for C6H11Br4NaO4 as an isolated structure at a distorted geometry.

Cartesian coordinates (Å):
Na 0.28146 -0.82548 -0.10533
C 0.84212 -3.37854 -1.02881
O -0.05873 -3.16883 -0.10058
O 1.26189 -4.56403 -1.31354
O 1.17764 -2.36239 -1.77527
C -2.20782 0.87440 -2.29528
O -1.42763 -0.14497 -1.83497
H -2.79424 1.41735 -1.50897
H -1.57801 1.70917 -2.70738
H -2.91006 0.57028 -3.10070
Br -4.31595 -0.09619 5.42821
C -3.30247 -0.06353 3.72810
C -1.88787 -0.55332 4.00556
Br -1.09374 -1.12330 2.31254
H -3.39242 0.97994 3.46539
H -3.86167 -0.73992 3.09284
H -1.73636 -1.39923 4.66035
H -1.38417 0.33689 4.38198
Br 3.00879 -0.06711 -0.52385
C 4.04606 1.01435 -1.72660
C 3.35897 2.32245 -2.09035
Br 1.66460 1.96772 -3.05965
H 4.15209 0.41567 -2.63283
H 5.06008 1.10244 -1.33913
H 3.96887 2.92098 -2.76011
H 3.12858 2.85521 -1.17163

Atoms 1-6, force components in eV/Å:
Na -0.8 -0.9 -2.0
C -0.5 -0.5 -1.8
O 0.4 0.3 1.2
O -0.1 0.6 0.7
O 0.6 0.2 1.0
C 1.4 -0.4 0.6

As for the HOMO energy: 1.1085 eV. For the LUMO energy, the calculation gives 3.627 eV. The relative energy (zero: lowest compared OMol25 entry of this formula, charge and spin) comes out at 9.2 kcal per mole. The total charge is -2. As for the orbital gap: 2.52 eV.

=====

Entry 4:
Density functional theory data (wB97M-V/def2-TZVPD) for C16H35NO39PS10 as an isolated structure at a distorted geometry.

Cartesian coordinates (Å):
O 4.47511 -2.61835 -5.68410
S 3.71378 -1.41549 -5.39480
O 2.62297 -1.24191 -6.34996
N 4.77698 -0.17983 -5.37281
S 4.04477 1.26306 -5.56384
O 4.86503 2.26037 -4.90972
O 2.70476 1.33834 -5.00721
P 4.06896 1.84964 -7.62933
O 5.45743 2.16817 -8.00014
O 3.47759 0.71233 -8.62218
O 3.14473 3.17274 -7.77078
H 3.14702 -1.62242 -4.18722
H 3.48212 -0.13376 -8.11951
H 3.75731 3.85749 -8.09634
C -0.10542 0.22122 -0.75728
C -0.08842 -1.28941 -0.69817
O -0.39749 -1.70844 -2.03241
S 0.19572 -0.63332 -3.07670
O 1.44638 -1.11182 -3.54667
O -0.84643 -0.23781 -3.95044
O 0.47447 0.54936 -2.02413
H -1.12610 0.60907 -0.73771
H 0.46750 0.67169 0.05049
H -0.81401 -1.68703 0.00739
H 0.90547 -1.66549 -0.44702
C 4.79855 7.56474 -3.73416
C 5.18747 7.12360 -5.13211
O 6.00901 5.97463 -4.93780
S 5.51010 5.16828 -3.62711
O 4.67277 4.10775 -4.03999
O 6.62938 4.97740 -2.77310
O 4.58584 6.35781 -3.00940
H 5.61245 8.11539 -3.25360
H 3.89628 8.17395 -3.72783
H 5.73185 7.89411 -5.67435
H 4.31096 6.82123 -5.71167
C -4.58062 2.00649 2.21747
C -4.22131 2.53192 0.84276
O -3.42959 1.49834 0.25843
S -3.94064 0.07047 0.80472
O -4.81888 -0.48874 -0.15930
O -2.81811 -0.63312 1.31520
O -4.81647 0.60932 2.03547
H -3.74953 2.12252 2.91624
H -5.46630 2.48897 2.62565
H -3.66311 3.46453 0.88400
H -5.11197 2.66926 0.22407
C 2.64585 -5.78943 0.60607
C 2.52612 -4.41118 -0.00832
O 1.70314 -3.67694 0.90618
S 1.97478 -4.20063 2.40844
O 2.90129 -3.33566 3.03902
O 0.72717 -4.53447 2.99560
O 2.74503 -5.56155 2.01545
H 1.74938 -6.38568 0.41953
H 3.51982 -6.32804 0.24655
H 2.07444 -4.43312 -0.99769
H 3.49749 -3.91430 -0.06443
C -5.60879 0.73814 7.04882
C -6.58455 -0.37899 6.74420
O -6.24660 -0.80528 5.41889
S -4.66469 -0.62881 5.18765
O -4.03129 -1.87639 5.41295
O -4.47064 0.11942 3.99188
O -4.37372 0.32174 6.46146
H -5.91508 1.67367 6.57329
H -5.48593 0.90020 8.11775
H -7.61928 -0.05363 6.78932
H -6.44148 -1.22386 7.41755
C 4.78718 -2.30224 7.86388
C 5.53950 -3.56950 7.50922
O 4.90097 -4.05481 6.32823
S 4.36381 -2.80448 5.45645
O 5.32128 -2.51411 4.45255
O 2.99683 -3.01436 5.17018
O 4.49749 -1.68053 6.61252
H 3.84038 -2.52876 8.36094
H 5.37453 -1.63479 8.49145
H 5.49720 -4.31532 8.29994
H 6.58389 -3.35498 7.26741
C 1.71045 2.39600 -10.97007
C 0.65061 1.48537 -11.54695
O -0.36559 2.37409 -12.03360
S 0.32053 3.73329 -12.54696
O 0.48193 3.65637 -13.95695
O -0.33211 4.82736 -11.92128
O 1.75625 3.52084 -11.86505
H 1.42671 2.75672 -9.97986
H 2.68313 1.91382 -10.91242
H 0.24242 0.80173 -10.80699
H 1.03508 0.91433 -12.39572
C -7.56810 -3.35507 10.95602
C -8.59853 -4.24503 10.29297
O -9.59723 -3.34129 9.80511
S -8.90194 -1.95616 9.38365
O -8.67315 -1.96932 7.98230
O -9.58343 -0.89509 10.03017
O -7.49112 -2.19599 10.11870
H -7.89550 -3.03807 11.94870
H -6.59462 -3.83404 11.03252
H -9.03568 -4.96299 10.98243
H -8.17398 -4.77546 9.43736

Atoms 1-6, force components in eV/Å:
O 0.2 0.2 0.8
S 1.0 -1.3 -2.2
O 0.1 0.7 0.3
N -1.9 0.3 -0.5
S -0.1 0.2 4.1
O 0.9 -2.5 -2.7

As for the HOMO energy: -6.3517 eV. For the LUMO energy, the calculation gives 1.003 eV. The total charge is -1. As for the orbital gap: 7.35 eV.

=====

Entry 5:
Density functional theory data (wB97M-V/def2-TZVPD) for a single BrH3P2 molecule at a distorted geometry.

Cartesian coordinates (Å):
P 0.52225 -0.39633 -0.05217
P -1.83137 0.40289 -0.61524
Br -1.79790 2.57981 -0.41610
H 0.94792 -0.10956 1.26462
H 0.29841 -1.66901 0.29730
H 1.86069 -0.80779 -0.47840

Force components x, y, z for each atom (eV/Å):
P 0.5 0.9 0.1
P 1.1 -0.9 0.1
Br 0.2 0.4 0.0
H -0.1 0.4 -0.2
H -0.9 -1.7 0.2
H -0.8 0.8 -0.3

The SMILES is [PH3]=PBr. As for the HOMO energy: -7.3840 eV. For the LUMO energy, the calculation gives -0.970 eV. The relative energy (zero: lowest compared OMol25 entry of this formula, charge and spin) comes out at 46.8 kcal per mole. As for the orbital gap: 6.41 eV.

=====

Entry 6:
Density functional theory data (wB97M-V/def2-TZVPD) for a single C3H10N2O molecule at a distorted geometry.

Cartesian coordinates (Å):
N -1.81348 1.01394 0.29811
C -0.51311 0.52318 0.76386
C 0.41165 0.15052 -0.45457
N 1.66117 0.97743 -0.54820
C 0.68612 -1.48307 -0.09446
O -0.62779 -2.02119 0.21711
H -2.69586 0.76208 0.73706
H -1.88532 1.73412 -0.50638
H -0.52593 -0.23071 1.53631
H 0.06849 1.40703 1.23711
H -0.11699 0.17688 -1.49693
H 2.32594 0.65617 0.14618
H 2.16453 1.28665 -1.49428
H 0.92784 -2.11342 -1.03679
H 1.26960 -1.51153 0.77660
H -1.33688 -1.32806 -0.08071

Atoms 1-6, force components in eV/Å:
N -0.7 0.5 -1.5
C 1.5 4.2 -0.9
C 1.0 -2.5 -1.0
N 0.2 0.4 -1.5
C -3.1 1.4 -4.1
O -1.5 1.6 -0.6

The SMILES is NC[C@@H](N)CO. As for the HOMO energy: -8.4678 eV. For the LUMO energy, the calculation gives 1.108 eV. The relative energy (zero: lowest compared OMol25 entry of this formula, charge and spin) comes out at 71.4 kcal per mole. As for the orbital gap: 9.58 eV.

=====

no.,total energy (Ha)
1,-209.038123
2,-2123.810256
3,-10994.482180
4,-7942.848918
5,-3258.427272
6,-304.960791